No. 1
Entry from the OMol25 dataset: the ion C3N5O2 with charge -1 (wB97M-V/def2-TZVPD).

As for the frontier orbital gap: 9.18 eV. As for the spin multiplicity: 1. Its net charge is -1. The value obtained for the strongest force on any atom is 0.0974 hartree/bohr. The value obtained for the relative energy (zero: lowest compared OMol25 entry of this formula, charge and spin) is 57.0 kcal per mole.

Cartesian coordinates (Å):
C (-1.87, -1.24, -0.05)
C (-1.21, -0.06, -0.17)
C (1.96, -0.50, 0.05)
N (-2.38, -2.25, 0.11)
N (-1.49, 1.13, -0.35)
N (-0.66, 2.17, -0.22)
N (0.44, 1.65, 0.28)
N (0.67, 0.46, 0.50)
O (2.53, -0.89, 1.01)
O (2.02, -0.47, -1.15)



No. 2
Entry from the OMol25 dataset: a cluster of 2 separate species, C4H11NO in total (wB97M-V/def2-TZVPD).

As for the frontier orbital gap (spin up / spin down): 9.08 / 4.70 eV. As for the spin multiplicity: 2. Its net charge is +1. The value obtained for the strongest force on any atom is 0.1708 hartree/bohr. The value obtained for the relative energy (zero: lowest compared OMol25 entry of this formula, charge and spin) is 68.5 kcal per mole.

Cartesian coordinates (Å):
C (0.03, 2.66, -1.45)
C (-1.09, 2.69, -0.45)
H (0.54, 1.66, -1.29)
H (-0.42, 2.91, -2.40)
H (0.83, 3.32, -1.26)
H (-0.97, 3.57, 0.15)
H (-2.12, 2.79, -0.76)
H (-1.17, 1.84, 0.15)
C (1.59, -1.14, 1.05)
C (0.28, -1.57, 0.38)
O (0.13, -1.50, -0.87)
N (-0.84, -1.92, 1.18)
H (1.63, -0.01, 0.97)
H (2.52, -1.44, 0.62)
H (-1.67, -2.11, 0.81)
H (-0.81, -1.51, 2.20)
H (1.65, -1.43, 2.21)



No. 3
Entry from the OMol25 dataset: a structure of composition C6H28NO8 (wB97M-V/def2-TZVPD).

As for the frontier orbital gap (spin up / spin down): 9.99 / 5.52 eV. As for the spin multiplicity: 2. The value obtained for the strongest force on any atom is 0.0482 hartree/bohr. The value obtained for the relative energy (zero: lowest compared OMol25 entry of this formula, charge and spin) is 0.0 kcal per mole.

Cartesian coordinates (Å):
C (2.71, -0.47, -0.11)
N (1.75, -1.21, 0.70)
C (0.43, -1.31, 0.20)
C (-0.44, -2.02, 1.24)
C (-0.72, -1.20, 2.51)
C (-1.96, -0.32, 2.41)
C (0.37, -2.15, -1.18)
O (-0.75, -1.85, -1.89)
H (2.95, -0.98, -1.05)
H (2.34, 0.53, -0.30)
H (3.64, -0.34, 0.45)
H (2.14, -2.12, 0.94)
H (0.06, -0.31, -0.03)
H (0.00, -3.00, 1.49)
H (-1.40, -2.33, 0.81)
H (-0.78, -1.90, 3.35)
H (0.14, -0.56, 2.75)
H (-1.98, 0.35, 3.26)
H (-2.89, -0.90, 2.44)
H (-1.88, 0.28, 1.51)
H (0.38, -3.22, -0.99)
H (1.26, -1.89, -1.77)
H (-3.18, -1.22, 0.03)
H (-2.31, -1.27, -1.27)
O (-3.10, -0.85, -0.86)
H (-1.10, 1.39, -2.03)
H (-2.13, 1.29, -0.91)
O (-1.49, 1.94, -1.27)
H (-0.58, -0.85, -2.45)
H (-0.81, 0.24, -3.93)
O (-0.40, 0.24, -3.06)
H (1.33, 2.56, 1.13)
H (1.32, 1.58, 2.32)
O (1.33, 2.52, 2.12)
H (0.15, 2.34, -0.80)
H (1.63, 2.11, -1.24)
O (1.08, 2.54, -0.55)
H (2.46, 0.09, -2.81)
H (1.01, 0.68, -3.13)
O (2.02, 0.91, -3.08)
H (-0.24, 3.43, 2.15)
H (-1.26, 3.50, 1.01)
O (-1.12, 3.78, 1.92)



No. 4
Entry from the OMol25 dataset: a structure of composition C35H36N9O3PrSe (wB97M-V/def2-TZVPD).

As for the frontier orbital gap (spin up / spin down): 5.98 / 5.98 eV. As for the spin multiplicity: 3. The value obtained for the strongest force on any atom is 0.0798 hartree/bohr. The value obtained for the relative energy (zero: lowest compared OMol25 entry of this formula, charge and spin) is 0.0 kcal per mole.

Cartesian coordinates (Å):
Pr (0.14, -0.44, 1.46)
N (-2.23, -4.54, 1.51)
C (-2.45, -3.65, 2.69)
C (-1.60, -2.29, 2.62)
O (-1.86, -1.63, 1.53)
N (-0.72, -1.87, 3.50)
C (-0.85, -1.05, 4.72)
C (-0.53, 0.47, 4.58)
O (-0.64, 1.17, 5.57)
O (-0.15, 0.92, 3.41)
H (-2.49, -4.06, 0.64)
H (-2.73, -5.43, 1.64)
H (-2.14, -4.15, 3.60)
H (-3.48, -3.25, 2.74)
H (-0.14, -1.49, 5.43)
H (-1.85, -1.24, 5.16)
C (-3.75, 2.41, -4.38)
C (-2.64, 3.40, -4.13)
C (-2.55, 4.54, -4.90)
C (-1.51, 5.45, -4.75)
C (-0.52, 5.18, -3.81)
C (-0.63, 4.11, -2.94)
C (-1.69, 3.17, -3.14)
N (-1.85, 2.09, -2.24)
C (-0.87, 1.42, -1.54)
N (0.29, 1.30, -2.26)
C (1.53, 0.74, -1.94)
C (1.78, 0.01, -0.80)
C (3.05, -0.54, -0.70)
C (4.05, -0.35, -1.63)
C (3.79, 0.37, -2.75)
C (2.54, 0.98, -2.94)
C (2.27, 1.92, -4.10)
N (-1.13, 0.83, -0.37)
C (-2.51, 0.92, 0.02)
C (-3.41, 0.00, -0.52)
C (-4.75, 0.08, -0.21)
C (-5.16, 1.01, 0.73)
C (-4.27, 1.92, 1.29)
C (-2.95, 1.94, 0.91)
C (-2.06, 3.02, 1.45)
H (-4.39, 2.68, -5.24)
H (-4.37, 2.30, -3.47)
H (-3.29, 1.41, -4.57)
H (-3.31, 4.75, -5.66)
H (-1.49, 6.37, -5.30)
H (0.31, 5.87, -3.72)
H (0.12, 3.93, -2.14)
H (-2.79, 1.89, -1.93)
H (0.22, 1.75, -3.18)
H (3.27, -1.14, 0.19)
H (5.02, -0.82, -1.41)
H (4.56, 0.52, -3.51)
H (3.25, 2.04, -4.61)
H (1.97, 2.93, -3.74)
H (1.53, 1.54, -4.85)
H (-3.01, -0.79, -1.18)
H (-5.45, -0.59, -0.65)
H (-6.20, 1.07, 1.08)
H (-4.62, 2.68, 2.00)
H (-2.39, 4.02, 1.15)
H (-1.05, 2.85, 1.12)
H (-2.12, 2.98, 2.58)
Se (0.47, -3.15, -1.25)
N (1.19, -2.88, 0.48)
C (2.35, -3.58, 0.62)
C (2.95, -4.11, 1.80)
C (3.94, -5.08, 1.76)
C (4.48, -5.49, 0.57)
C (3.97, -5.00, -0.63)
C (2.79, -4.17, -0.62)
N (1.92, -4.04, -1.65)
H (2.57, -3.74, 2.76)
H (4.29, -5.49, 2.73)
H (5.38, -6.11, 0.57)
H (4.36, -5.23, -1.62)
N (4.11, 0.15, 4.36)
C (3.50, -1.00, 4.84)
C (2.46, -1.24, 3.97)
N (2.49, -0.36, 2.91)
C (3.42, 0.55, 3.25)
H (4.82, 0.70, 4.86)
H (3.95, -1.66, 5.55)
H (1.78, -2.08, 4.02)
H (3.74, 1.39, 2.65)



> Among the records above, which one has the lowest spin multiplicity?

C3N5O2



> relative energy (zero: lowest compared OMol25 entry of this formula, charge and spin) of number 2 (C4H11NO)?

68.5 kcal per mole